## P
{
  "formula": "C2H4IN",
  "method": "the ωB97M-V functional and the def2-TZVPD basis",
  "species": ["C", "C", "N", "I", "H", "H", "H", "H"],
  "coordinates": [[-0.349, 0.216, 0.205], [0.615, -0.893, 0.067], [0.278, 1.954, -0.077], [-2.371, -0.160, 0.057], [0.432, -1.199, -0.975], [0.498, -1.742, 0.817], [1.654, -0.551, 0.119], [-0.757, 2.375, -0.213]],
  "lowdin_charge": [-0.77, -0.24, -0.04, 0.84, 0.08, 0.10, 0.07, -0.04],
  "homo_energy_ev": [-8.71, -8.72],
  "multiplicity": 1,
  "lumo_ha": [-0.036, -0.036],
  "orbital_gap_ev": [7.7, 7.7]
}


## Q
{
  "formula": "C2H4IN",
  "method": "the ωB97M-V functional and the def2-TZVPD basis",
  "species": ["C", "C", "N", "I", "H", "H", "H", "H"],
  "coordinates": [[-0.649, -0.137, -0.451], [-0.055, -0.365, 0.793], [-0.024, -0.675, -1.461], [1.805, 2.219, 1.363], [-1.595, 0.441, -0.398], [0.879, -1.057, 0.806], [-0.095, 0.087, 1.757], [-0.266, -0.513, -2.407]],
  "lowdin_charge": [-0.32, 0.01, 0.15, -0.07, 0.12, 0.10, -0.04, 0.05],
  "homo_energy_ev": -8.89,
  "multiplicity": 1,
  "lumo_ha": -0.117,
  "orbital_gap_ev": 5.7
}


## R
{
  "formula": "C2H4IN",
  "method": "the ωB97M-V functional and the def2-TZVPD basis",
  "species": ["C", "C", "N", "I", "H", "H", "H", "H"],
  "coordinates": [[-0.948, 0.227, -0.054], [-2.140, -0.197, 0.049], [0.266, 0.249, -0.034], [3.977, 0.595, 0.229], [-2.432, -1.209, -0.377], [3.208, -0.708, 0.076], [-2.921, 0.322, 0.713], [0.990, 0.721, -0.603]],
  "lowdin_charge": [-0.32, -0.06, 0.13, 0.47, 0.08, -0.41, 0.08, 0.03],
  "smiles": "C=C=N.I",
  "homo_energy_ev": -8.84,
  "multiplicity": 1,
  "lumo_ha": 0.027,
  "orbital_gap_ev": 9.6
}


Stability, descending: R, Q, P


## P
{
  "formula": "C3H3F3O",
  "method": "the ωB97M-V functional and the def2-TZVPD basis",
  "species": ["C", "C", "C", "O", "F", "F", "F", "H", "H", "H"],
  "coordinates": [[-1.224, -0.480, -0.570], [-1.496, -0.420, 0.743], [2.040, -0.805, 0.134], [1.259, -1.753, 0.361], [-2.095, -1.071, -1.397], [-2.570, -1.049, 1.287], [1.846, 0.123, 1.127], [-0.227, -0.116, -0.961], [-0.760, -0.118, 1.482], [0.639, -1.725, 1.164]],
  "lowdin_charge": [-0.13, -0.14, -0.16, 0.04, 0.05, 0.02, -0.04, 0.12, 0.10, 0.15],
  "homo_energy_ev": -10.26,
  "multiplicity": 1,
  "lumo_ha": 0.018,
  "orbital_gap_ev": 10.7
}


## Q
{
  "formula": "C3H3F3O",
  "method": "the ωB97M-V functional and the def2-TZVPD basis",
  "species": ["C", "C", "C", "O", "F", "F", "F", "H", "H", "H"],
  "coordinates": [[-1.023, 1.188, 0.704], [-0.259, 0.298, 1.229], [0.541, -1.099, -0.723], [0.535, -0.241, -1.764], [0.252, -0.158, 2.344], [-0.272, -2.138, -0.835], [1.797, -1.536, -0.283], [-1.587, 1.916, 1.262], [-1.059, 1.225, -0.368], [1.075, 0.545, -1.566]],
  "lowdin_charge": [-0.01, -0.17, -0.42, 0.09, 0.08, 0.14, 0.05, 0.06, 0.04, 0.14],
  "homo_energy_ev": [-8.73, -8.79],
  "multiplicity": 1,
  "lumo_ha": [0.013, 0.015],
  "orbital_gap_ev": [9.1, 9.2]
}


Stability, descending: P, Q


## P
{
  "formula": "C2H4N2O4",
  "method": "the ωB97M-V functional and the def2-TZVPD basis",
  "species": ["C", "C", "H", "H", "H", "H", "N", "N", "O", "O", "O", "O"],
  "coordinates": [[-0.840, -0.353, 0.508], [2.612, -0.199, 0.147], [-1.844, 1.348, -1.337], [-3.021, 0.527, 0.650], [0.376, -0.119, -1.333], [3.410, 0.517, 0.570], [-2.176, -0.248, 0.146], [0.326, -0.364, -0.308], [-2.149, 0.197, -1.310], [-0.799, -0.342, 1.785], [1.209, 0.436, 0.377], [2.896, -1.402, 0.106]],
  "lowdin_charge": [-0.47, -0.14, 0.22, 0.27, 0.17, 0.16, 0.00, 0.02, -0.21, 0.01, -0.10, 0.07],
  "smiles": "O=CONC(=O)NO",
  "homo_energy_ev": -10.04,
  "multiplicity": 1,
  "lumo_ha": -0.006,
  "orbital_gap_ev": 9.9
}


## Q
{
  "formula": "C2H4N2O4",
  "method": "the ωB97M-V functional and the def2-TZVPD basis",
  "species": ["C", "C", "N", "N", "O", "O", "O", "O", "H", "H", "H", "H"],
  "coordinates": [[-0.143, -1.413, 0.324], [-0.011, -0.044, -0.211], [-0.716, 2.663, -0.578], [0.461, 0.836, 0.612], [0.463, 2.129, 0.040], [-0.418, 3.645, -1.126], [0.971, 0.696, 1.716], [-0.390, -2.364, -0.761], [0.865, -1.790, 0.802], [-0.993, -1.591, 0.920], [-0.199, 0.348, -1.116], [0.108, -3.115, -0.624]],
  "lowdin_charge": [-0.16, 0.00, 0.01, -0.29, -0.03, 0.10, 0.04, -0.06, 0.17, 0.11, 0.09, 0.03],
  "smiles": "O=NO/[N+]([O-])=C/CO",
  "homo_energy_ev": -9.58,
  "multiplicity": 1,
  "lumo_ha": -0.022,
  "orbital_gap_ev": 9.0
}


Stability, descending: P, Q